(1)
Below is 2 unconnected molecules or ions with the total composition C5H10O2, with properties calculated with wB97M-V/def2-TZVPD.

Calculated values
highest occupied orbital energy = -0.3019 Ha
M = 102.13 g mol⁻¹
LUMO energy = 0.0 eV

```
! RIJCOSX wB97M-V def2-TZVPD def2/J DEFGRID3
* xyz 0 1
C 1.6803 -0.6735 0.8179
C 0.9146 -0.6911 -1.3021
O 0.1299 0.3452 -1.2353
C -0.6927 0.3973 -0.1138
C -1.1094 1.7956 0.2443
C -1.7136 -0.6494 -0.0507
O -2.6292 -0.6710 0.7488
H 1.7875 -0.0941 1.7459
H 1.5628 -1.7252 1.0925
H 2.6295 -0.5453 0.2914
H 1.6959 -0.6076 -2.0533
H 0.5401 -1.6795 -1.0469
H 0.4909 -0.1687 0.6215
H -1.7965 1.7246 1.0917
H -0.2522 2.4127 0.5307
H -1.6382 2.2940 -0.5775
H -1.5996 -1.4639 -0.8051
*
```

(2)
Below is a molecular structure, C13H17B2F4N5O7Ti, with properties calculated with wB97M-V/def2-TZVPD.

Calculated values
highest occupied orbital energy (spin up / spin down) = -0.2691 / -0.2752 Ha
M = 500.79 g mol⁻¹
LUMO energy (spin up / spin down) = -2.7 / -2.7 eV

```
! RIJCOSX wB97M-V def2-TZVPD def2/J DEFGRID3
* xyz 0 1
Ti 0.1644 0.1435 -0.4079
C 1.6791 0.4151 3.6340
C 0.8245 0.3618 2.4230
N 1.2826 -0.0494 1.2876
O 2.5933 -0.3799 1.2508
B 3.1040 -0.2476 -0.1475
F 4.4464 -0.1330 -0.1700
F 2.4054 0.9145 -0.6397
O 2.6720 -1.3842 -1.0097
N 1.3399 -1.4991 -0.9289
C 0.7648 -2.5236 -1.4320
C 1.4737 -3.6001 -2.1681
C -0.6954 -2.5159 -1.1938
N -1.1046 -1.5117 -0.5022
O -2.4368 -1.4125 -0.3594
B -2.8833 -0.7346 0.9181
F -2.3229 -1.4448 1.9967
F -4.2414 -0.7175 0.9250
O -2.3783 0.6950 0.9539
N -1.0286 0.6523 1.1222
C -0.5876 0.7200 2.3355
C -1.4461 1.0972 3.4868
C -1.6327 -3.5597 -1.6725
H 2.2393 -0.5156 3.7187
H 1.0965 0.5780 4.5357
H 2.4174 1.2125 3.5231
H 2.5296 -3.3611 -2.2367
H 1.0561 -3.6849 -3.1730
H 1.3503 -4.5593 -1.6624
H -1.9591 0.2120 3.8694
H -2.2101 1.7955 3.1521
H -0.8579 1.5461 4.2845
H -1.1237 -4.3203 -2.2586
H -2.4116 -3.0850 -2.2709
H -2.1282 -4.0148 -0.8134
C 0.3078 2.9844 0.0357
C 1.2195 3.3133 -1.0135
C 0.4665 3.6981 -2.1205
C -0.8990 3.6510 -1.7808
C -1.0120 3.2253 -0.4547
H 0.5871 2.8295 1.0672
H 2.2939 3.3435 -0.9367
H 0.8852 3.9725 -3.0791
H -1.7377 3.8957 -2.4170
H -1.9411 3.1479 0.0882
O -0.9422 -0.6469 -3.2789
N -0.5601 0.1817 -2.4833
O -1.3250 0.7744 -1.6293
O 0.6661 0.5404 -2.3676
*
```

(3)
Below is 4 unconnected molecules or ions with the total composition C27H27NO12, with properties calculated with wB97M-V/def2-TZVPD.

Calculated values
highest occupied orbital energy = -0.3469 Ha
M = 557.51 g mol⁻¹
structure (SMILES) = NC[C@@H](O)C[C@@H]1OC(=O)O[C@H]1CCC(=O)O.O=C1C=CC(=O)C=C1.O=C1C=CC(=O)C=C1.O=C1C=CC(=O)C=C1
LUMO energy = -1.9 eV

```
! RIJCOSX wB97M-V def2-TZVPD def2/J DEFGRID3
* xyz 0 1
N -2.1489 3.6351 -3.4994
C -1.5029 2.3612 -3.7836
C -0.6367 1.8121 -2.6272
O -1.2350 2.1184 -1.3637
C -0.4535 0.3022 -2.7350
C 0.5554 -0.2356 -1.7227
O 1.3263 -1.2932 -2.4239
C 1.7058 -2.2182 -1.5239
O 2.6747 -2.9102 -1.6094
O 0.8319 -2.2597 -0.5032
C -0.0113 -1.1050 -0.6071
C -0.4235 -0.4810 0.7196
C 0.3044 0.7871 1.1826
C 1.8120 0.7929 1.1802
O 2.4281 1.7831 1.4954
O 2.4422 -0.3484 0.7921
H -2.9973 3.5188 -2.9699
H -1.5278 4.2779 -3.0320
H -0.8322 2.5445 -4.6252
H -2.2726 1.6439 -4.0632
H 0.3445 2.2857 -2.6643
H -1.8925 1.4397 -1.1765
H -1.4120 -0.2031 -2.6019
H -0.0689 0.0506 -3.7234
H 1.3348 0.4824 -1.4726
H -0.9445 -1.4959 -1.0185
H -1.4708 -0.1920 0.5995
H -0.4222 -1.2264 1.5135
H -0.0058 1.6683 0.6352
H 0.0254 0.9607 2.2207
H 3.1139 -0.0933 0.1370
O -2.0199 2.3616 1.9025
C -2.1716 3.5575 1.7628
C -1.0000 4.4637 1.6651
C -1.1577 5.7753 1.5097
C -2.5088 6.3854 1.4260
O -2.6541 7.5788 1.2824
C -3.6801 5.4752 1.5235
C -3.5228 4.1640 1.6786
H -0.0233 3.9973 1.7274
H -0.3199 6.4568 1.4363
H -4.6549 5.9418 1.4606
H -4.3605 3.4818 1.7514
O -2.7267 -2.5358 -1.5216
C -3.3528 -3.2432 -0.7572
C -3.9612 -2.6915 0.4777
C -4.6421 -3.4676 1.3156
C -4.8224 -4.9185 1.0479
O -5.4445 -5.6235 1.8096
C -4.2108 -5.4675 -0.1894
C -3.5295 -4.6898 -1.0260
H -3.8177 -1.6325 0.6536
H -5.0944 -3.0888 2.2231
H -4.3525 -6.5262 -0.3641
H -3.0743 -5.0670 -1.9327
O 5.2695 -0.6680 0.0083
C 5.8450 -1.4764 0.7037
C 6.9633 -1.0760 1.5922
C 7.5892 -1.9703 2.3515
C 7.1938 -3.4029 2.3416
O 7.7654 -4.2148 3.0362
C 6.0737 -3.7990 1.4515
C 5.4463 -2.9055 0.6916
H 7.2317 -0.0273 1.5836
H 8.4078 -1.7051 3.0084
H 5.8028 -4.8469 1.4606
H 4.6243 -3.1666 0.0345
*
```

Number 1: maximum force 0.0069 hartree/bohr. Number 2: maximum force 0.0669 hartree/bohr. Number 3: maximum force 0.0388 hartree/bohr.